Model i:
DFT (the ωB97M-V functional and the def2-TZVPD basis) results for a gas-phase ion, CHClFO3 (charge +1).

Cartesian coordinates (Å):
H: 1.83 -0.41 -0.40
Cl: 0.95 1.73 -0.35
O: -0.31 -0.34 -0.47
O: -1.63 -0.47 0.13
O: -2.56 -0.43 -0.60
F: 0.83 -0.17 1.50
C: 0.89 0.10 0.20

- Charge: +1
- HOMO level (alpha / beta): -17.09 / -17.12 eV
- Frontier orbital gap (alpha / beta): 6.4006 / 7.0590 eV
- LUMO level (alpha / beta): -10.69 / -10.06 eV

***

Model ii:
DFT (the ωB97M-V functional and the def2-TZVPD basis) results for 2 unconnected molecules or ions with the total composition CHClFO3.

Cartesian coordinates (Å):
O: 0.91 1.02 -0.03
H: -2.06 1.13 -1.13
F: 3.40 1.23 -1.23
O: 1.27 2.11 -0.46
C: 2.85 2.39 -1.03
Cl: -1.24 0.14 -0.49
O: 3.05 3.50 -1.02

- Charge: +1
- HOMO level (alpha / beta): -16.75 / -16.75 eV
- Frontier orbital gap (alpha / beta): 7.4635 / 8.4810 eV
- LUMO level (alpha / beta): -9.29 / -8.27 eV

***

Last place for stability: model i

***

Model i:
DFT (the ωB97M-V functional and the def2-TZVPD basis) results for C4H6N2S2 in the gas phase.

Cartesian coordinates (Å):
S: -3.34 0.43 0.29
N: 1.28 1.27 -0.62
H: -1.18 0.23 1.43
H: 4.99 -0.06 0.66
H: 2.04 1.93 -0.62
N: 0.61 -0.80 0.14
C: 4.07 0.19 0.15
H: 4.20 0.68 -0.82
H: 2.82 -0.79 1.52
S: -0.87 -0.73 -0.72
C: -1.76 0.04 0.52
C: 1.53 0.18 -0.01
C: 2.88 -0.20 0.61
H: 0.94 -1.67 0.59

- Charge: 0
- HOMO level: -8.75 eV
- Frontier orbital gap: 8.5944 eV
- LUMO level: -0.16 eV
- SMILES string: [H]/N=C(\C=C)NSC=S

***

Model ii:
DFT (the ωB97M-V functional and the def2-TZVPD basis) results for C4H6N2S2 in the gas phase.

Cartesian coordinates (Å):
H: 0.58 -2.43 -1.19
C: 0.60 -1.57 -0.54
H: 1.76 -2.74 0.71
C: -0.65 2.20 1.50
H: -1.29 2.67 0.74
H: 1.53 -0.83 1.16
S: -0.88 -0.71 -2.45
H: -1.49 1.29 -0.57
C: 1.38 -1.67 0.54
C: -0.71 0.61 -0.12
N: -0.32 -0.46 -0.84
H: 0.19 -0.01 -2.97
S: -0.57 2.73 3.01
N: -0.13 0.92 1.04

- Charge: 0
- HOMO level: -8.56 eV
- Frontier orbital gap: 8.3022 eV
- LUMO level: -0.25 eV
- SMILES string: C=CN(S)/C=N/C=S

***

Last place for stability: model ii

***

Model i:
DFT (the ωB97M-V functional and the def2-TZVPD basis) results for a gas-phase ion, C2H5N2O2 (charge -1).

Cartesian coordinates (Å):
H: 0.37 -0.84 -0.83
C: 1.04 0.83 0.90
H: 1.80 0.86 0.17
H: 1.29 0.50 1.96
H: -1.58 1.18 -0.98
O: -1.55 -1.51 -0.87
H: -2.11 -1.13 -0.28
N: -0.58 -0.54 -1.32
O: -1.29 0.95 1.43
N: -0.71 0.77 -0.77
C: -0.29 0.88 0.67

- Charge: -1
- HOMO level: -2.82 eV
- Frontier orbital gap: 7.3572 eV
- LUMO level: 4.53 eV
- SMILES string: C=C([O-])NNO

***

Model ii:
DFT (the ωB97M-V functional and the def2-TZVPD basis) results for 2 unconnected molecules or ions with the total composition C2H5N2O2.

Cartesian coordinates (Å):
N: 2.74 0.22 0.38
H: 3.43 0.56 -0.28
H: 1.67 0.03 -1.37
H: -3.39 0.97 -0.03
H: -0.35 -0.49 -0.24
C: 1.67 -0.08 -0.28
N: 0.56 -0.61 0.24
H: 0.49 -0.63 1.24
O: -2.30 -0.14 1.24
C: -2.56 0.22 0.09
O: -1.95 -0.05 -0.98

- Charge: -1
- HOMO level: -4.65 eV
- Frontier orbital gap: 8.8327 eV
- LUMO level: 4.18 eV

***

Last place for stability: model i

***

Model i:
DFT (the ωB97M-V functional and the def2-TZVPD basis) results for 2 unconnected molecules or ions with the total composition C3H10N3O.

Cartesian coordinates (Å):
H: 0.44 1.11 -0.92
N: 1.58 2.05 0.50
H: 0.79 2.68 0.61
C: -1.36 -0.67 0.05
H: 2.32 2.00 1.17
C: 1.35 1.05 -0.34
O: -1.68 0.44 -0.30
H: -0.84 -2.24 -1.33
N: 2.15 0.04 -0.50
H: -0.85 -0.15 1.88
C: -1.70 -1.91 -0.74
N: -0.59 -0.84 1.19
H: -0.51 -1.77 1.59
H: 2.90 -0.13 0.15
H: 1.88 -0.74 -1.08
H: -2.03 -2.74 -0.12
H: -2.48 -1.63 -1.44

- Charge: +1
- HOMO level: -13.80 eV
- Frontier orbital gap: 10.2578 eV
- LUMO level: -3.54 eV

***

Model ii:
DFT (the ωB97M-V functional and the def2-TZVPD basis) results for a gas-phase ion, C3H10N3O (charge +1).

Cartesian coordinates (Å):
H: 0.83 -2.43 2.94
H: 0.21 2.55 -2.14
H: -1.89 1.83 -2.60
H: 1.52 1.55 -1.93
C: 0.24 -0.49 0.56
N: -0.25 -0.95 1.68
H: -1.26 -0.98 1.86
H: -1.50 -0.34 -0.03
N: 0.53 1.67 -1.86
H: 0.39 -0.93 3.67
C: 0.72 -1.33 2.74
C: -0.37 0.65 -2.07
H: 1.66 -0.87 2.54
H: 0.00 -0.23 -2.69
O: -1.53 0.95 -2.63
N: -0.59 0.00 -0.38
H: 1.31 -0.65 0.35

- Charge: +1
- HOMO level: -13.99 eV
- Frontier orbital gap: 11.1175 eV
- LUMO level: -2.87 eV
- SMILES string: C/[NH+]=C/N[C@H](N)O

***

Last place for stability: model ii

***

Model i:
DFT (the ωB97M-V functional and the def2-TZVPD basis) results for 2 unconnected molecules or ions with the total composition C3H10N3O.

Cartesian coordinates (Å):
H: -1.29 1.68 -0.92
H: -1.10 -1.49 1.32
C: -0.61 -1.21 -1.03
N: -1.25 1.45 0.03
N: -0.31 -0.87 1.31
H: -0.50 1.83 0.56
C: 1.33 0.38 -0.07
H: 2.23 2.05 -0.06
N: 1.33 1.63 0.00
H: 0.14 -1.66 -1.51
C: -0.02 -0.38 0.11
H: -1.31 -1.90 -0.75
H: -1.13 -0.44 -1.73
O: 2.32 -0.55 -0.10
H: 2.09 -1.44 0.28
H: -2.13 1.32 0.52
H: 0.19 -0.41 2.04

- Charge: +1
- HOMO level: -14.64 eV
- Frontier orbital gap: 10.7817 eV
- LUMO level: -3.86 eV

***

Model ii:
DFT (the ωB97M-V functional and the def2-TZVPD basis) results for 3 unconnected molecules or ions with the total composition C3H10N3O.

Cartesian coordinates (Å):
H: 0.03 -3.50 -1.88
H: -1.16 0.65 0.92
C: 1.32 3.76 2.00
O: 1.46 2.35 0.00
H: 1.04 -0.66 -1.60
N: -0.53 -0.83 -0.36
H: -1.00 -3.91 -0.67
H: 0.81 0.71 -0.53
C: -1.32 -0.33 0.50
N: -0.82 -3.22 -1.39
C: 1.42 3.05 0.94
H: -0.69 -1.89 -0.79
H: 0.63 4.58 2.04
H: 1.98 3.64 2.84
N: 0.57 -0.24 -0.81
H: -1.58 -3.25 -2.05
H: -2.17 -0.91 0.83

- Charge: +1
- HOMO level: -12.66 eV
- Frontier orbital gap: 9.5052 eV
- LUMO level: -3.16 eV

***

Last place for stability: model ii

***

Model i:
DFT (the ωB97M-V functional and the def2-TZVPD basis) results for 2 unconnected molecules or ions with the total composition C3H5PS.

Cartesian coordinates (Å):
C: 0.05 0.15 0.55
C: -0.15 0.09 -2.78
H: -0.36 -0.48 -3.66
P: -0.76 -0.90 -0.56
H: 0.46 0.97 -2.74
H: -0.93 0.06 2.45
H: 0.04 -1.36 2.08
H: 0.83 0.16 2.54
C: 0.00 -0.28 1.99
S: 0.80 1.59 0.15

- Charge: 0
- HOMO level (alpha / beta): -8.54 / -8.69 eV
- Frontier orbital gap (alpha / beta): 6.3610 / 8.2804 eV
- LUMO level (alpha / beta): -2.18 / -0.41 eV

***

Model ii:
DFT (the ωB97M-V functional and the def2-TZVPD basis) results for C3H5PS in the gas phase.

Cartesian coordinates (Å):
C: 0.82 0.70 0.02
H: 1.33 0.94 0.94
S: -0.78 1.57 -0.09
H: 1.44 -1.22 -0.56
P: -1.08 -1.38 -0.11
C: 0.71 -0.82 -0.01
H: 1.43 1.00 -0.80
H: 0.91 -1.30 0.93
H: -3.02 0.34 -0.18
C: -1.76 0.18 -0.15

- Charge: 0
- HOMO level: -7.74 eV
- Frontier orbital gap: 8.3034 eV
- LUMO level: 0.56 eV
- SMILES string: C1=PCCS1

***

Last place for stability: model i